Below is a 2-piece molecular cluster, C4H9BrO2P overall, with properties calculated with wB97M-V/def2-TZVPD.

Properties
LUMO energy (alpha / beta): 3.3 / 3.4 eV
HOMO-LUMO gap (alpha / beta): 7.11 / 6.68 eV
ΔE to the lowest compared entry with this formula, charge and spin: 48.52 kcal/mol

```
! RIJCOSX wB97M-V def2-TZVPD def2/J DEFGRID3
* xyz -1 1
Br 3.259 1.064 0.202
P 2.339 -0.946 -0.332
O 2.751 -1.194 -1.710
O 2.671 -2.033 0.638
C -0.614 0.072 0.003
C -0.425 -0.323 1.462
C -0.455 1.594 -0.297
C -1.503 -0.607 -0.882
H 0.282 0.359 1.840
H -0.193 -1.337 1.466
H -1.323 -1.693 -0.898
H -2.529 -0.374 -0.503
H -0.489 1.632 -1.393
H 0.494 2.053 0.109
H -1.404 2.043 0.119
H -1.405 -0.246 2.014
H -1.456 -0.063 -1.837
*
```


Below is an isolated ion of composition CH5N2 and charge +1, with properties calculated with wB97M-V/def2-TZVPD.

Properties
LUMO energy: -4.3 eV
Structure (SMILES): NC=[NH2+]
HOMO-LUMO gap: 12.21 eV
ΔE to the lowest compared entry with this formula, charge and spin: 10.29 kcal/mol

```
! RIJCOSX wB97M-V def2-TZVPD def2/J DEFGRID3
* xyz 1 1
N 1.157 -0.172 -0.017
N -1.125 -0.085 -0.053
C 0.044 0.541 -0.022
H 2.110 0.212 -0.091
H -0.058 1.615 -0.059
H 1.180 -1.246 0.024
H -2.064 0.249 0.200
H -1.245 -1.114 0.018
*
```


Below is C29H32BrFeN5O7P2Si as an isolated structure, with properties calculated with wB97M-V/def2-TZVPD.

Properties
LUMO energy (alpha / beta): 2.3 / 2.3 eV
HOMO-LUMO gap (alpha / beta): 5.60 / 4.87 eV
ΔE to the lowest compared entry with this formula, charge and spin: 0.00 kcal/mol

```
! RIJCOSX wB97M-V def2-TZVPD def2/J DEFGRID3
* xyz -1 2
Br -3.022 -4.466 -2.281
Fe -0.775 0.014 0.991
P 0.067 -2.945 2.546
P 2.280 -1.152 2.329
Si 1.969 -0.259 -2.621
O 2.369 -3.319 3.899
O -0.866 -1.833 2.190
O 1.373 -0.100 1.831
O 2.884 -2.147 1.260
O 3.582 -0.522 3.008
O -0.704 -3.949 3.552
O 0.786 -3.768 1.515
N -0.851 1.589 -0.255
N -2.574 0.905 -1.776
N -0.548 1.840 2.458
N -2.715 -0.359 0.284
N 0.575 3.189 0.827
C 0.141 5.012 -3.221
C 1.242 2.765 4.377
C 2.674 0.552 -1.095
C 1.673 1.021 -3.963
C 0.441 2.678 2.109
C 0.391 -1.251 -2.349
C 1.044 -1.543 4.793
C 0.194 1.926 4.741
C 3.234 -1.503 -3.251
C -3.162 -0.037 -0.948
C -1.681 -3.114 -2.265
C -0.176 3.452 -1.466
C -1.581 1.636 -1.400
C -4.335 -0.616 -1.465
C 0.463 4.580 -1.936
C -0.101 2.718 -0.170
C -4.625 -1.793 0.576
C -0.812 4.343 -3.986
C -0.591 -1.285 -3.340
C -3.461 -1.204 1.016
C 1.363 3.149 3.060
C -0.762 -3.085 -1.232
C 0.259 -2.145 -1.282
C -1.628 -2.209 -3.310
C 1.473 -2.268 3.535
C -5.068 -1.497 -0.710
C -1.468 3.217 -3.490
C -1.118 2.783 -2.229
C -0.661 1.499 3.741
H 3.487 -2.208 -2.455
H 1.189 5.099 -1.322
H 4.158 -1.013 -3.572
H 0.524 -2.244 5.447
H 3.211 -0.178 -0.487
H 0.384 -0.716 4.545
H -1.043 4.706 -4.980
H 1.489 0.555 -4.934
H -1.516 -3.528 3.853
H -2.375 -2.229 -4.092
H -3.070 -1.416 2.000
H 1.917 -1.156 5.322
H 0.825 1.668 -3.729
H 0.050 1.604 5.763
H 3.378 1.336 -1.391
H 0.633 5.885 -3.634
H -2.217 2.690 -4.066
H -0.551 -0.588 -4.170
H 0.991 -2.155 -0.484
H 1.944 3.126 5.121
H -5.964 -1.954 -1.110
H 1.909 0.997 -0.462
H -0.807 -3.786 -0.411
H 2.216 -2.872 1.120
H -1.484 0.827 3.966
H 2.556 1.659 -4.061
H 2.317 -3.988 3.202
H 3.468 0.437 3.038
H 2.838 -2.076 -4.093
H 2.139 3.823 2.724
H -4.628 -0.332 -2.466
H -5.162 -2.475 1.222
*
```